{
  "formula": "C41H44EuN5O2P",
  "method": "wB97M-V/def2-TZVPD",
  "gap_ev": [4.8, 6.6],
  "homo_energy_ev": [-4.7, -6.3],
  "lumo_ev": [0.17, 0.22],
  "spin_multiplicity": 8,
  "energy_ev": -83395.677,
  "relative_energy_ev": 0.000,
  "symbols": ["C", "H", "H", "C", "H", "C", "C", "H", "N", "C", "H", "C", "N", "H", "C", "C", "P", "H", "H", "H", "H", "H", "C", "C", "H", "H", "H", "H", "C", "Eu", "H", "C", "C", "H", "H", "C", "H", "H", "H", "H", "H", "C", "H", "H", "H", "O", "C", "H", "H", "N", "C", "H", "N", "C", "C", "H", "H", "H", "C", "H", "C", "C", "C", "C", "H", "C", "C", "H", "H", "H", "C", "H", "C", "H", "C", "C", "H", "N", "H", "H", "C", "C", "C", "C", "H", "C", "O", "C", "H", "C", "C", "C", "C", "C"],
  "coordinates": [[-3.81, 0.62, 0.16], [2.98, 1.75, -2.60], [-0.41, 4.23, 2.07], [-3.81, 0.93, 1.57], [0.35, -3.51, -0.47], [-1.89, 3.31, 0.06], [0.56, -1.69, 4.25], [-3.56, -0.20, -3.57], [-1.09, -2.12, -1.00], [-3.70, 1.49, 4.27], [-3.61, 1.68, 5.33], [4.21, -1.33, -1.49], [-2.73, 0.50, 2.30], [-0.19, -3.65, 2.58], [-0.19, -3.73, -2.53], [-1.01, -3.25, -3.54], [1.64, -0.33, -0.86], [4.18, -4.07, 1.21], [1.39, -0.09, 3.33], [-0.64, 2.51, 2.44], [1.30, -2.29, 3.72], [5.05, 4.08, 0.33], [1.31, -0.22, -2.66], [4.20, -3.30, 0.45], [-1.98, 4.39, -0.02], [4.51, 3.60, -2.03], [-2.54, 2.96, 0.86], [0.97, 3.12, 1.98], [3.84, 2.48, 1.09], [-0.63, -0.38, 0.93], [-5.22, 1.50, -2.79], [5.33, -3.10, -0.31], [-1.10, -3.27, 3.05], [-0.98, -3.67, -4.53], [-2.53, -1.84, -4.02], [3.06, -2.51, 0.28], [0.30, 0.12, -6.39], [4.06, 2.70, 2.13], [2.53, 0.83, 1.54], [-5.40, 1.99, -0.39], [1.52, 3.56, -0.40], [-2.83, -0.59, -1.59], [0.92, -1.53, 5.27], [-2.70, -2.14, 2.46], [-1.89, 0.38, 4.18], [1.08, -1.86, 1.33], [-2.73, 0.78, 3.61], [-0.02, 1.42, -2.31], [-2.21, 2.86, -0.89], [-1.81, -2.44, 2.07], [-4.85, 1.66, 2.18], [-1.71, -4.13, 3.34], [0.44, -0.39, 3.53], [-0.10, 3.22, 1.80], [-1.87, -2.21, -3.25], [6.21, -1.96, -1.91], [-0.61, -3.22, 5.12], [0.08, 0.30, 4.18], [5.33, -2.11, -1.30], [0.28, 4.83, -0.37], [0.04, 0.88, -4.40], [1.45, -0.98, -4.95], [3.23, 1.94, -1.57], [-1.89, -1.66, -1.97], [6.21, -3.71, -0.16], [0.39, 0.76, -3.06], [-0.27, -3.14, -1.29], [0.24, 3.57, -1.62], [0.50, -4.55, -2.70], [-5.59, 2.52, 3.99], [0.46, 3.77, -0.57], [-2.05, -3.02, 1.27], [3.06, -1.50, -0.72], [2.49, -1.89, -3.32], [-0.74, -2.50, 4.32], [2.98, 1.44, 0.77], [-0.67, 1.65, -4.70], [-2.88, -0.28, -0.27], [-5.71, 1.97, 1.60], [4.23, -0.55, -2.25], [1.81, -1.11, -3.62], [4.39, 3.26, 0.08], [1.81, -2.83, 0.99], [-3.64, 0.04, -2.52], [-1.58, -1.85, 4.61], [4.09, 2.99, -1.24], [-0.24, 1.54, 0.09], [-0.43, 2.90, 0.33], [1.86, -1.67, -5.68], [0.57, 0.02, -5.35], [-4.80, 1.95, 3.52], [-4.58, 0.99, -2.08], [-4.68, 1.26, -0.74], [2.68, 1.16, -0.56]],
  "mulliken_spin": [0.148, 0.000, 0.001, 0.135, 0.003, 0.015, 0.003, 0.005, 0.002, 0.139, 0.009, -0.003, 0.140, 0.000, 0.000, 0.010, -0.001, 0.000, 0.000, 0.005, -0.001, 0.000, -0.019, -0.002, 0.000, 0.000, -0.003, 0.000, 0.002, 6.007, 0.010, 0.000, 0.004, 0.000, -0.002, 0.004, 0.000, 0.000, 0.001, 0.017, 0.000, -0.035, 0.000, 0.000, 0.018, -0.003, -0.064, -0.014, -0.005, 0.005, 0.037, 0.000, 0.002, 0.000, -0.005, 0.000, 0.000, 0.002, -0.001, 0.000, 0.002, 0.001, -0.001, -0.010, 0.000, 0.021, 0.009, 0.000, 0.000, 0.004, 0.000, -0.004, -0.002, 0.000, -0.002, -0.004, -0.001, 0.191, 0.019, 0.000, 0.001, 0.000, 0.002, 0.088, 0.002, 0.000, 0.031, -0.019, 0.000, -0.002, 0.043, 0.095, -0.025, -0.006]
}